[1]
The following is a quantum chemistry calculation of one molecule with the formula C3H9N in a non-equilibrium geometry, from the OMol25 dataset.

```
13
Properties=species:S:1:pos:R:3:forces:R:3
C -1.441894 0.418612 -0.149812 -0.86 2.20 -0.40
C -0.596106 -0.759770 0.295507 0.46 -0.43 -1.00
N 0.781223 -0.823341 -0.184933 0.33 0.22 -0.41
C 1.577946 0.380241 0.104743 0.90 0.51 -0.98
H -2.509364 0.135250 0.077305 0.86 0.42 -0.63
H -1.298078 1.425678 0.503720 0.07 -2.32 -1.69
H -1.286365 0.652889 -1.299168 -0.52 -0.35 2.35
H -0.554783 -0.719917 1.362407 0.02 -0.29 0.92
H -1.064137 -1.719384 -0.010355 0.08 0.59 0.25
H 0.852050 -1.155995 -1.177427 -0.11 0.85 1.43
H 1.234919 1.330040 -0.414079 0.01 -0.89 0.61
H 1.692448 0.615575 1.200092 -0.39 -0.56 -0.98
H 2.612145 0.220128 -0.307997 -0.86 0.04 0.54
```
Positions in Å, forces in eV/Å.

Summary:
Multiplicity: 1
Net charge: 0
Highest occupied orbital energy, eV: -8.6
Energy above the lowest of the compared OMol25 structures with the same formula, charge and spin, kcal/mol: 22.7
E, a.u.: -174.4168
SMILES: CCNC

Here are the Löwdin charges for atoms 1 to 2, given in e:
1 C -0.148
2 C -0.350


[2]
The following is a quantum chemistry calculation of a 2-piece molecular cluster, C3H9N overall in a non-equilibrium geometry, from the OMol25 dataset.

```
13
Properties=species:S:1:pos:R:3:forces:R:3
C -1.238737 -1.089060 0.454838 0.53 -0.26 -0.30
C -1.742212 -0.481968 -0.621253 -0.35 -0.12 0.05
C -1.367546 0.926120 -1.005777 0.38 -0.71 -1.17
H -1.661974 -1.873435 1.071918 -0.14 -0.54 -0.87
H -0.206878 -0.885992 0.695895 0.00 1.02 0.91
H -2.437200 -0.983462 -1.292492 -0.84 0.26 0.72
H -1.907879 1.650773 -0.400091 0.37 -0.03 0.36
H -0.278853 1.017939 -0.982849 -0.08 0.53 0.34
H -1.686567 1.150176 -2.027318 0.14 -0.13 -0.05
N 3.477472 0.291661 1.027124 0.52 -0.18 -0.03
H 2.780923 0.926643 1.391015 -0.06 0.02 -0.24
H 4.332244 0.805230 0.843334 -0.10 0.10 0.21
H 3.204072 -0.091836 0.132779 -0.37 0.06 0.06
```
Positions in Å, forces in eV/Å.

Summary:
Multiplicity: 1
Net charge: 0
Highest occupied orbital energy, eV: -9.1
Energy above the lowest of the compared OMol25 structures with the same formula, charge and spin, kcal/mol: 34.5
E, a.u.: -174.3981
SMILES: C=CC.N

Here are the Löwdin charges for atoms 1 to 2, given in e:
1 C -0.022
2 C -0.243


[3]
The following is a quantum chemistry calculation of a 2-piece molecular cluster, C3H9N overall in a non-equilibrium geometry, from the OMol25 dataset.

```
13
Properties=species:S:1:pos:R:3:forces:R:3
C -4.030486 -3.560116 -1.600681 -1.03 2.80 -1.34
N -4.148700 -2.717985 -2.619282 -1.02 -3.07 2.43
H -3.568078 -4.517870 -1.782363 0.83 0.05 0.30
H -4.440095 -3.314391 -0.554572 0.21 -0.70 -1.60
H -4.982692 -2.155648 -2.397918 0.99 0.92 0.20
C 2.977231 3.122177 1.951183 0.56 1.78 -3.94
C 4.369525 2.439033 1.717141 -0.44 0.13 0.10
H 2.207958 2.359492 1.712341 -0.06 0.76 1.54
H 2.707176 3.914664 1.128885 0.84 -1.52 0.52
H 3.027014 3.923936 2.694366 -0.70 -1.38 1.15
H 5.138343 2.980919 2.243490 0.27 0.17 0.44
H 4.260514 1.452612 2.205750 0.56 0.28 -0.56
H 4.793135 2.375614 0.679143 -1.04 -0.22 0.74
```
Positions in Å, forces in eV/Å.

Summary:
Multiplicity: 1
Net charge: 0
Highest occupied orbital energy, eV: -10.1
Energy above the lowest of the compared OMol25 structures with the same formula, charge and spin, kcal/mol: 55.6
E, a.u.: -174.3645
SMILES: C=N.CC

Here are the Löwdin charges for atoms 1 to 2, given in e:
1 C -0.128
2 N -0.013


[4]
The following is a quantum chemistry calculation of an isolated ion of composition C3H9N2 and charge +1 in a non-equilibrium geometry, from the OMol25 dataset.

```
14
Properties=species:S:1:pos:R:3:forces:R:3
C -2.017612 0.125887 -0.102684 -1.09 -1.09 -0.03
N -0.796189 0.797092 -0.058023 1.00 1.82 0.05
N 0.309104 0.312839 0.009933 -0.58 -4.53 0.12
C 1.471210 1.130020 0.007691 1.21 1.21 -0.09
C 0.649416 -1.384642 0.097981 -0.41 2.75 -0.13
H -2.511329 0.298119 0.860260 0.08 0.03 -0.01
H -1.973403 -0.945613 -0.306113 -0.01 0.09 0.00
H -2.642521 0.640453 -0.837286 0.12 -0.07 0.03
H 2.186282 0.783486 0.751978 -0.14 -0.08 0.05
H 1.191041 2.167738 0.195444 -0.03 -0.18 0.00
H 1.954883 1.070230 -0.972041 -0.12 -0.12 0.05
H 1.316041 -1.561970 -0.733035 0.08 0.04 -0.14
H -0.273769 -1.933920 0.029985 -0.15 0.04 -0.03
H 1.136848 -1.499725 1.055912 0.04 0.08 0.13
```
Positions in Å, forces in eV/Å.

Summary:
Multiplicity: 1
Net charge: +1
Highest occupied orbital energy, eV: -15.8
Energy above the lowest of the compared OMol25 structures with the same formula, charge and spin, kcal/mol: 65.9
E, a.u.: -228.8818
SMILES: CN=[N+](C)C

Here are the Löwdin charges for atoms 1 to 2, given in e:
1 C -0.032
2 N 0.080


[5]
The following is a quantum chemistry calculation of an isolated ion of composition C3H9N2 and charge +1 in a non-equilibrium geometry, from the OMol25 dataset.

```
14
Properties=species:S:1:pos:R:3:forces:R:3
C -0.030114 0.581766 1.406069 -0.20 -1.45 2.01
C 0.202419 -0.228412 0.187687 0.73 2.05 -4.16
N 0.072814 -1.752826 0.123728 -0.82 1.38 2.43
C 0.261882 0.351808 -1.123541 0.52 -2.93 4.93
N -0.308144 1.431280 -1.519401 -1.30 4.25 1.34
H -0.549402 -0.134388 1.997241 -0.61 -0.69 1.45
H 0.801264 0.896289 2.118250 -0.43 -0.26 -1.61
H -0.807982 1.329838 1.441457 -0.04 0.63 -0.84
H -0.835465 -1.994374 -0.284497 -0.12 -0.04 0.69
H 0.697808 -2.283048 -0.418030 1.85 -0.37 -1.20
H 0.186032 -2.133488 1.091505 -0.51 0.20 -0.86
H 1.021024 0.020385 -1.743831 0.55 -1.83 -2.10
H -0.597833 2.193244 -0.830418 0.14 -1.62 -1.46
H -0.114303 1.721929 -2.446218 0.25 0.67 -0.63
```
Positions in Å, forces in eV/Å.

Summary:
Multiplicity: 1
Net charge: +1
Highest occupied orbital energy, eV: -12.2
Energy above the lowest of the compared OMol25 structures with the same formula, charge and spin, kcal/mol: 66.0
E, a.u.: -228.8817
SMILES: C/C([NH3+])=C\N

Here are the Löwdin charges for atoms 1 to 2, given in e:
1 C -0.075
2 C -0.254


[6]
The following is a quantum chemistry calculation of an isolated ion of composition C3H9N2 and charge +1 in a non-equilibrium geometry, from the OMol25 dataset.

```
14
Properties=species:S:1:pos:R:3:forces:R:3
N 0.799743 0.975372 -0.927370 1.70 1.94 -1.62
C 0.067005 0.161741 -0.152134 1.01 -2.51 4.39
N -0.943592 -0.575565 -1.059779 -2.66 -1.73 1.69
C -0.368978 0.364731 1.328969 -0.69 -3.76 -2.20
C 0.787509 -0.664067 1.076329 -1.25 4.29 -1.15
H 1.818994 0.948620 -0.913550 -0.70 -0.18 0.04
H 0.423142 1.836621 -1.324983 0.12 -0.27 0.59
H -1.973825 -0.271634 -0.851568 2.25 -0.93 -0.40
H -0.903502 -1.629510 -1.277166 0.03 1.66 1.14
H -0.676767 -0.174719 -1.903641 0.28 1.01 -2.40
H -1.395325 -0.017867 1.576107 1.19 0.19 -0.09
H -0.156376 1.262293 1.772461 0.72 2.11 0.89
H 1.808623 -0.551217 1.473718 -0.33 1.42 -0.80
H 0.713349 -1.664798 1.182606 -1.68 -3.26 -0.08
```
Positions in Å, forces in eV/Å.

Summary:
Multiplicity: 1
Net charge: +1
Highest occupied orbital energy, eV: -14.3
Energy above the lowest of the compared OMol25 structures with the same formula, charge and spin, kcal/mol: 61.2
E, a.u.: -228.8893
SMILES: NC1([NH3+])CC1

Here are the Löwdin charges for atoms 1 to 2, given in e:
1 N 0.088
2 C -0.465